{"formula": "C70H179N13O22", "method": "wB97M-V/def2-TZVPD", "gap_ha": 0.3209, "lumo_energy_ev": 0.52, "elements": ["C", "O", "C", "C", "N", "C", "C", "O", "C", "H", "H", "H", "H", "H", "H", "H", "H", "H", "H", "H", "H", "H", "H", "H", "C", "O", "C", "C", "N", "C", "C", "O", "C", "H", "H", "H", "H", "H", "H", "H", "H", "H", "H", "H", "H", "H", "H", "H", "C", "O", "C", "C", "N", "C", "C", "O", "C", "H", "H", "H", "H", "H", "H", "H", "H", "H", "H", "H", "H", "H", "H", "H", "C", "O", "C", "C", "N", "C", "C", "O", "C", "H", "H", "H", "H", "H", "H", "H", "H", "H", "H", "H", "H", "H", "H", "H", "C", "O", "C", "C", "N", "C", "C", "O", "C", "H", "H", "H", "H", "H", "H", "H", "H", "H", "H", "H", "H", "H", "H", "H", "C", "O", "C", "C", "N", "C", "C", "O", "C", "H", "H", "H", "H", "H", "H", "H", "H", "H", "H", "H", "H", "H", "H", "H", "C", "O", "C", "C", "N", "C", "C", "O", "C", "H", "H", "H", "H", "H", "H", "H", "H", "H", "H", "H", "H", "H", "H", "H", "C", "O", "C", "C", "N", "C", "C", "O", "C", "H", "H", "H", "H", "H", "H", "H", "H", "H", "H", "H", "H", "H", "H", "H", "C", "O", "C", "C", "N", "C", "C", "O", "C", "H", "H", "H", "H", "H", "H", "H", "H", "H", "H", "H", "H", "H", "H", "H", "C", "C", "C", "O", "C", "N", "H", "H", "H", "H", "H", "H", "H", "H", "H", "H", "H", "C", "C", "C", "O", "C", "N", "H", "H", "H", "H", "H", "H", "H", "H", "H", "H", "H", "C", "C", "C", "O", "C", "N", "H", "H", "H", "H", "H", "H", "H", "H", "H", "H", "H", "C", "C", "C", "O", "C", "N", "H", "H", "H", "H", "H", "H", "H", "H", "H", "H", "H"], "positions_angstrom": [[-0.235, -1.062, -4.254], [-0.554, -2.353, -3.746], [0.491, -3.263, -4.026], [0.161, -4.589, -3.426], [1.242, -5.549, -3.584], [1.184, -6.666, -2.611], [2.030, -6.398, -1.351], [1.796, -7.595, -0.591], [2.440, -7.747, 0.661], [-1.054, -0.380, -4.022], [-0.011, -1.082, -5.320], [0.708, -0.697, -3.847], [1.398, -2.807, -3.627], [0.665, -3.282, -5.102], [-0.754, -4.904, -3.926], [-0.070, -4.526, -2.362], [1.029, -5.944, -4.488], [1.638, -7.566, -3.026], [0.132, -6.866, -2.408], [1.708, -5.502, -0.821], [3.108, -6.318, -1.492], [2.221, -6.920, 1.337], [3.505, -7.824, 0.439], [2.188, -8.664, 1.194], [-9.984, -0.221, -7.729], [-9.197, 0.082, -6.569], [-8.366, -0.998, -6.184], [-7.392, -0.513, -5.068], [-6.223, 0.182, -5.653], [-5.137, 0.510, -4.695], [-4.410, -0.593, -3.782], [-4.474, -0.071, -2.466], [-3.777, -0.776, -1.445], [-10.257, -1.273, -7.815], [-9.347, 0.031, -8.577], [-10.828, 0.455, -7.868], [-7.817, -1.375, -7.047], [-8.970, -1.808, -5.777], [-7.078, -1.338, -4.429], [-7.892, 0.228, -4.444], [-6.570, 1.012, -6.111], [-5.450, 1.326, -4.043], [-4.373, 0.988, -5.309], [-3.366, -0.797, -4.021], [-5.001, -1.497, -3.930], [-4.335, -1.704, -1.317], [-3.723, -0.148, -0.556], [-2.748, -1.042, -1.688], [4.180, 9.760, 1.282], [3.646, 8.461, 0.965], [2.465, 8.389, 0.120], [1.953, 6.941, -0.067], [2.864, 6.275, -0.999], [2.712, 4.848, -1.253], [4.012, 4.317, -1.962], [5.027, 4.373, -0.976], [6.120, 3.553, -1.328], [5.177, 9.741, 1.722], [3.544, 10.425, 1.867], [4.286, 10.268, 0.324], [2.757, 8.834, -0.831], [1.677, 8.986, 0.579], [0.922, 7.021, -0.411], [2.030, 6.449, 0.902], [3.784, 6.433, -0.615], [1.849, 4.545, -1.845], [2.726, 4.281, -0.322], [4.290, 4.907, -2.835], [3.816, 3.277, -2.225], [6.620, 4.201, -2.048], [5.822, 2.553, -1.642], [6.699, 3.414, -0.414], [-3.783, 12.339, 2.233], [-2.760, 11.542, 2.780], [-2.867, 10.150, 2.502], [-1.876, 9.336, 3.298], [-1.761, 7.971, 2.909], [-1.456, 7.827, 1.457], [-1.461, 6.331, 1.085], [-0.401, 5.689, 1.800], [-0.302, 4.324, 1.494], [-3.623, 12.443, 1.160], [-3.699, 13.344, 2.647], [-4.805, 12.035, 2.456], [-2.661, 10.076, 1.435], [-3.881, 9.796, 2.688], [-2.173, 9.336, 4.346], [-0.869, 9.750, 3.234], [-1.014, 7.473, 3.372], [-0.485, 8.237, 1.178], [-2.197, 8.233, 0.768], [-1.361, 6.172, 0.011], [-2.426, 5.899, 1.346], [0.658, 3.972, 1.871], [-0.214, 4.306, 0.407], [-1.112, 3.708, 1.884], [2.072, 0.903, 4.153], [2.659, 1.636, 3.103], [3.290, 2.758, 3.666], [4.058, 3.602, 2.554], [4.649, 4.736, 3.284], [5.292, 5.663, 2.362], [5.796, 6.952, 3.080], [6.861, 6.676, 3.935], [7.251, 7.804, 4.716], [1.402, 0.084, 3.893], [1.648, 1.618, 4.858], [2.880, 0.372, 4.657], [4.003, 2.505, 4.451], [2.508, 3.437, 4.006], [3.447, 3.986, 1.737], [4.840, 2.975, 2.126], [5.384, 4.327, 3.844], [4.695, 6.003, 1.515], [6.091, 5.118, 1.859], [4.944, 7.352, 3.629], [6.108, 7.715, 2.366], [7.489, 8.629, 4.045], [8.148, 7.578, 5.293], [6.497, 8.156, 5.420], [-0.930, -2.390, 3.795], [-0.267, -3.558, 4.307], [-1.141, -4.566, 4.711], [-0.388, -5.783, 5.348], [0.471, -6.518, 4.402], [1.177, -7.601, 5.125], [2.379, -8.168, 4.313], [3.144, -7.147, 3.606], [3.816, -6.234, 4.400], [-0.099, -1.792, 3.422], [-1.528, -1.811, 4.499], [-1.588, -2.582, 2.948], [-1.786, -4.932, 3.912], [-1.766, -4.100, 5.472], [-1.128, -6.474, 5.751], [0.310, -5.493, 6.133], [1.161, -5.979, 3.899], [0.533, -8.443, 5.378], [1.457, -7.293, 6.133], [1.922, -8.780, 3.536], [3.005, -8.816, 4.927], [4.489, -6.743, 5.091], [3.148, -5.558, 4.934], [4.482, -5.690, 3.730], [2.373, -3.131, 1.831], [3.783, -3.075, 1.760], [4.254, -4.154, 0.997], [5.727, -4.098, 0.678], [6.505, -4.452, 1.879], [7.936, -4.229, 1.631], [8.671, -5.267, 0.753], [8.805, -6.638, 1.068], [7.635, -7.359, 1.334], [2.014, -4.151, 1.966], [1.909, -2.791, 0.905], [2.005, -2.484, 2.628], [3.839, -4.095, -0.010], [3.933, -5.153, 1.293], [5.802, -3.055, 0.371], [5.980, -4.786, -0.129], [6.195, -3.776, 2.561], [8.503, -4.313, 2.558], [8.009, -3.221, 1.223], [9.673, -4.862, 0.606], [8.261, -5.168, -0.252], [7.860, -8.420, 1.231], [6.772, -7.265, 0.674], [7.341, -7.175, 2.367], [3.497, 0.114, -2.594], [3.538, 0.413, -1.218], [4.331, -0.486, -0.489], [4.495, -0.004, 0.956], [5.393, -0.852, 1.712], [5.517, -0.243, 3.035], [6.496, -1.063, 3.806], [6.162, -2.445, 3.939], [5.123, -2.667, 4.875], [4.389, 0.406, -3.149], [2.664, 0.670, -3.024], [3.279, -0.918, -2.869], [5.313, -0.682, -0.917], [3.792, -1.433, -0.506], [3.497, -0.095, 1.384], [4.707, 1.063, 1.029], [4.931, -1.737, 1.863], [4.623, -0.266, 3.658], [5.815, 0.806, 3.039], [6.507, -0.592, 4.789], [7.433, -0.885, 3.279], [4.897, -3.732, 4.915], [4.212, -2.144, 4.583], [5.446, -2.414, 5.884], [-7.209, -4.530, -5.546], [-5.841, -4.298, -5.261], [-5.658, -4.597, -3.871], [-4.133, -4.609, -3.698], [-3.619, -4.828, -2.344], [-3.591, -6.210, -1.881], [-2.898, -6.280, -0.468], [-1.639, -5.563, -0.428], [-1.017, -5.586, 0.827], [-7.552, -5.529, -5.279], [-7.331, -4.523, -6.629], [-7.806, -3.769, -5.043], [-6.029, -5.592, -3.627], [-6.144, -3.899, -3.188], [-3.656, -3.680, -4.010], [-3.747, -5.377, -4.369], [-2.632, -4.612, -2.368], [-2.973, -6.669, -2.652], [-4.577, -6.672, -1.933], [-2.729, -7.316, -0.174], [-3.595, -6.002, 0.322], [-0.020, -5.172, 0.677], [-0.751, -6.565, 1.225], [-1.480, -5.010, 1.628], [-3.533, 1.664, -8.174], [-2.060, 1.407, -7.952], [-1.651, 1.285, -6.427], [-2.014, 2.522, -5.777], [-2.052, 2.493, -4.383], [-1.860, 0.194, -8.674], [-4.081, 0.966, -7.541], [-3.745, 1.626, -9.243], [-3.811, 2.677, -7.882], [-1.498, 2.181, -8.474], [-0.581, 1.117, -6.306], [-2.083, 0.370, -6.020], [-2.504, 3.396, -3.974], [-1.049, 2.455, -3.957], [-2.675, 1.664, -4.047], [-2.480, -0.560, -8.416], [-2.218, 0.411, -9.593], [-3.129, 1.961, 1.246], [-3.923, 3.133, 1.759], [-4.934, 3.764, 0.675], [-4.124, 4.173, -0.455], [-4.899, 4.394, -1.627], [-4.588, 2.600, 2.893], [-2.451, 2.106, 0.405], [-3.802, 1.169, 0.916], [-2.541, 1.436, 1.999], [-3.208, 3.863, 2.138], [-5.458, 4.631, 1.078], [-5.701, 3.074, 0.323], [-4.354, 4.857, -2.449], [-5.716, 5.097, -1.463], [-5.228, 3.415, -1.976], [-5.042, 3.446, 3.207], [-3.959, 2.261, 3.607], [-0.173, 1.512, -1.159], [0.357, 1.187, 0.255], [0.434, -0.367, 0.443], [-0.788, -0.957, 0.236], [-0.856, -2.335, 0.254], [1.668, 1.802, 0.355], [-1.133, 1.014, -1.296], [0.489, 1.113, -1.927], [-0.371, 2.564, -1.368], [-0.367, 1.419, 1.036], [0.724, -0.630, 1.461], [1.268, -0.758, -0.140], [-1.900, -2.608, 0.404], [-0.319, -2.667, 1.143], [-0.433, -2.684, -0.688], [2.103, 1.620, 1.248], [2.363, 1.402, -0.259], [-6.481, -0.356, 1.495], [-6.145, -0.774, 2.903], [-4.645, -1.283, 3.021], [-4.477, -2.717, 3.083], [-5.058, -3.478, 2.007], [-6.468, 0.299, 3.803], [-6.144, -1.104, 0.777], [-6.024, 0.621, 1.333], [-7.547, -0.142, 1.424], [-6.859, -1.577, 3.083], [-4.049, -0.749, 3.761], [-4.102, -0.963, 2.131], [-6.107, -3.228, 1.846], [-4.854, -4.546, 2.084], [-4.540, -3.144, 1.108], [-7.436, 0.469, 3.572], [-5.984, 1.153, 3.567]], "mulliken_charge": [0.009, 0.181, -1.061, 0.511, -0.444, -0.793, 0.648, -0.469, -0.340, -0.289, 0.471, -0.095, 0.203, 0.440, 0.293, -0.525, 0.345, 0.483, 0.079, -0.628, 0.554, -0.044, 0.320, 0.285, -0.791, -0.392, -0.875, -0.115, -0.274, -0.779, 1.577, -0.392, 0.918, 0.321, 0.300, 0.263, 0.372, 0.475, 0.121, 0.346, 0.293, 0.343, -0.100, -0.421, -0.598, 0.254, -0.660, -0.185, -0.869, -0.196, -1.342, 0.167, -0.467, 0.094, -0.667, -0.069, -0.793, 0.251, 0.301, 0.362, 0.438, 0.523, 0.425, 0.054, 0.348, 0.464, -0.258, 0.443, 0.061, 0.334, 0.203, 0.203, -0.738, -0.350, -0.331, -0.502, -0.391, -0.362, -0.449, -0.389, -0.096, 0.296, 0.256, 0.301, 0.270, 0.300, 0.303, 0.312, 0.271, -0.074, 0.334, 0.502, 0.225, -0.321, 0.381, 0.089, -0.898, 0.166, -1.555, 0.773, -0.323, 0.314, -0.874, -0.367, -0.801, -0.032, 0.439, 0.312, 0.428, 0.482, -1.010, 0.315, 0.359, -0.106, 0.196, 0.438, 0.336, 0.308, 0.274, 0.317, -0.174, -0.242, -0.358, -0.941, 0.156, -0.826, -0.629, -0.036, -0.214, -0.230, 0.577, -0.111, 0.175, 0.414, 0.390, 0.458, -0.221, 0.494, 0.397, 0.194, 0.399, 0.414, 0.336, -0.356, -0.094, 0.507, -0.052, -1.717, 0.179, -0.543, -0.910, -0.412, -0.599, -0.267, 0.255, 0.145, 0.243, -0.186, 0.276, 0.705, 0.073, 0.407, 0.446, 0.409, 0.377, 0.369, 0.191, 0.231, -1.166, -0.035, -1.206, 0.975, -0.052, 0.861, -1.345, -0.361, -0.375, 0.296, 0.373, 0.143, 0.598, -0.134, -0.342, 0.069, -0.052, -0.609, 0.433, 0.495, 0.405, -0.025, 0.045, 0.408, -0.728, -0.323, -0.653, -0.647, 0.192, -0.871, -0.613, 0.405, -0.408, 0.336, 0.273, 0.249, 0.662, 0.254, 0.207, 0.252, -0.227, 0.431, 0.435, 0.442, 0.173, -0.617, 0.557, 0.231, -1.449, 0.336, -0.052, -0.482, -0.165, -0.806, 0.297, 0.522, 0.261, 0.303, 0.569, -0.242, 0.283, 0.292, -0.210, 0.275, 0.310, -0.885, 0.050, -1.263, -0.073, -0.801, -0.380, 0.212, -0.779, 0.629, 0.829, 0.492, 0.530, 0.233, 0.337, 0.188, 0.263, 0.224, -1.089, 1.620, -0.507, 0.174, -0.566, 1.851, 0.019, -0.173, 0.433, -0.104, -0.299, 0.337, 0.117, -0.421, 0.745, -1.019, -0.102, -0.784, 0.599, -0.352, -0.470, -0.396, -0.886, 0.095, -0.111, 0.557, 0.459, 0.432, -0.243, 0.292, 0.244, -0.009, 0.320, 0.411]}